(1)
{
  "formula": "C4H5NO2",
  "method": "wB97M-V/def2-TZVPD",
  "species": ["C", "O", "C", "N", "O", "C", "C", "H", "H", "H", "H", "H"],
  "xyz": [[-0.489, 0.735, 1.995], [-0.420, 1.674, 0.087], [-0.029, 0.608, -0.470], [0.130, -0.421, 0.346], [0.548, -1.531, -0.381], [0.635, -1.121, -1.657], [0.301, 0.181, -1.806], [-1.529, 1.018, 1.902], [-0.298, -0.202, 2.498], [0.205, 1.537, 2.213], [0.954, -1.880, -2.361], [0.279, 0.768, -2.711]],
  "relative_energy_kj_mol": 493.1,
  "e_homo_ev": [-9.0, -9.0],
  "gap_ha": [0.3143, 0.3143],
  "e_lumo_ev": [-0.4, -0.4],
  "e_tot_ha": -360.4816,
  "fmax_ha_per_bohr": 0.009
}


(2)
{
  "formula": "C4H5NO2",
  "method": "wB97M-V/def2-TZVPD",
  "species": ["O", "C", "N", "C", "C", "O", "C", "H", "H", "H", "H", "H"],
  "xyz": [[-1.605, -0.468, 2.856], [-1.209, -0.594, 0.498], [-0.273, 0.278, 0.265], [0.057, 0.740, -1.070], [1.469, 0.296, -1.405], [2.235, -0.099, -0.562], [-1.230, -1.086, 1.878], [0.389, 0.583, 0.981], [0.004, 1.835, -1.147], [-0.672, 0.311, -1.764], [1.766, 0.361, -2.470], [-0.932, -2.158, 1.940]],
  "relative_energy_kj_mol": 299.2,
  "e_homo_ev": -8.9,
  "gap_ha": 0.3477,
  "e_lumo_ev": 0.5,
  "e_tot_ha": -360.5555,
  "fmax_ha_per_bohr": 0.011
}